(1)
{
  "formula": "C4H3NO",
  "method": "ωB97M-V/def2-TZVPD",
  "elements": ["C", "C", "C", "O", "C", "N", "H", "H", "H"],
  "positions_angstrom": [[-1.61514, -1.13834, -0.40459], [-0.64564, -0.42858, -0.48301], [0.48210, 0.50773, -0.30298], [1.73627, -0.07290, -0.56438], [0.30177, 1.03995, 1.06469], [0.04171, 1.43263, 2.12258], [-2.47296, -1.77444, -0.34962], [0.37849, 1.33808, -1.01040], [1.79340, -0.90413, -0.07227]],
  "lowdin_charge": [0.150, -0.076, -0.397, 0.001, -0.155, 0.169, 0.040, 0.157, 0.110],
  "smiles": "C#C[C@H](O)C#N",
  "fmax_ev_per_a": 1.56,
  "relative_energy_kj_mol": 152.0
}

(2)
{
  "formula": "C28H36Br4N4O",
  "method": "ωB97M-V/def2-TZVPD",
  "elements": ["C", "C", "C", "N", "C", "C", "H", "H", "H", "H", "H", "C", "C", "C", "N", "C", "C", "H", "H", "H", "H", "H", "C", "C", "C", "N", "C", "C", "H", "H", "H", "H", "H", "C", "C", "C", "N", "C", "C", "H", "H", "H", "H", "H", "C", "C", "C", "O", "C", "H", "H", "H", "H", "H", "H", "H", "H", "Br", "C", "C", "Br", "H", "H", "H", "H", "Br", "C", "C", "Br", "H", "H", "H", "H"],
  "positions_angstrom": [[-2.72578, 2.05266, 4.50039], [-2.42290, 1.03454, 3.61693], [-1.80448, -0.11553, 4.11433], [-1.52489, -0.26473, 5.39991], [-1.82257, 0.72352, 6.24371], [-2.42946, 1.90254, 5.85757], [-3.11063, 2.99197, 4.12299], [-2.73346, 1.08738, 2.58193], [-1.56146, -0.93084, 3.44429], [-1.53338, 0.53328, 7.27086], [-2.66436, 2.65894, 6.59217], [5.28895, -2.59325, -3.12345], [4.70873, -2.61898, -4.36948], [3.31600, -2.56995, -4.42311], [2.51592, -2.62498, -3.36761], [3.13024, -2.70032, -2.16543], [4.49779, -2.61035, -1.97765], [6.36786, -2.56243, -3.01865], [5.34004, -2.66772, -5.24491], [2.83569, -2.55863, -5.39659], [2.49190, -2.84226, -1.30157], [4.96589, -2.61759, -1.00471], [1.40562, -1.67092, 3.14589], [2.69069, -1.96172, 3.57029], [3.72681, -1.62376, 2.70851], [3.55592, -1.11193, 1.49354], [2.30602, -0.88310, 1.08965], [1.18260, -1.14282, 1.87996], [0.57367, -1.80586, 3.82777], [2.86948, -2.32931, 4.57003], [4.74432, -1.60249, 3.08873], [2.16662, -0.42000, 0.11916], [0.17889, -0.88755, 1.57022], [-0.76265, -0.02711, -2.29093], [-1.53577, 0.87250, -1.57042], [-2.22454, 0.45478, -0.43696], [-2.07330, -0.78072, 0.01353], [-1.27895, -1.62495, -0.63085], [-0.63633, -1.33633, -1.82963], [-0.34358, 0.28491, -3.23882], [-1.58070, 1.87667, -1.97103], [-2.84019, 1.14285, 0.12984], [-1.14491, -2.57205, -0.11857], [-0.09643, -2.10128, -2.37125], [0.12852, 4.10340, -0.16576], [-0.11727, 3.94713, 1.34577], [-1.47663, 4.62330, 1.60903], [-1.86629, 5.24640, 0.37616], [-1.25306, 4.50393, -0.66746], [0.48145, 3.16014, -0.57851], [0.83799, 4.90809, -0.35739], [0.73254, 4.33426, 1.90478], [-0.22504, 2.89325, 1.61811], [-1.35611, 5.42564, 2.33676], [-2.26408, 3.91341, 1.87361], [-1.24478, 5.05273, -1.60520], [-1.86047, 3.59870, -0.80458], [-3.19780, 3.82782, -3.60949], [-2.02238, 3.17488, -5.00754], [-1.38413, 4.28086, -5.81885], [0.05018, 5.09911, -4.69166], [-2.59464, 2.49990, -5.64199], [-1.23360, 2.60392, -4.52415], [-2.06906, 5.09806, -6.01285], [-0.91411, 3.87319, -6.70707], [-2.11446, -4.67626, 1.77768], [-0.81362, -5.51811, 0.57947], [-1.18176, -6.97584, 0.37535], [-2.72353, -7.16946, -0.82757], [0.11133, -5.45285, 1.15037], [-0.70737, -4.92006, -0.31947], [-1.38309, -7.39497, 1.35668], [-0.34767, -7.51763, -0.06477]],
  "lowdin_charge": [-0.079, -0.065, -0.152, 0.053, -0.158, -0.066, 0.098, 0.084, 0.089, 0.102, 0.100, -0.087, -0.074, -0.165, 0.055, -0.152, -0.064, 0.106, 0.101, 0.101, 0.090, 0.098, -0.077, -0.066, -0.163, 0.051, -0.158, -0.059, 0.091, 0.102, 0.102, 0.099, 0.074, -0.064, -0.079, -0.142, 0.059, -0.173, -0.051, 0.102, 0.048, 0.097, 0.057, 0.088, -0.150, -0.152, -0.182, -0.141, -0.249, 0.101, 0.111, 0.106, 0.096, 0.117, 0.101, 0.076, 0.072, 0.679, -0.707, -0.619, 0.574, 0.062, 0.027, 0.045, 0.061, 0.606, -0.684, -0.691, 0.589, 0.055, 0.043, 0.048, 0.058],
  "smiles": "c1ccncc1.c1ccncc1.c1ccncc1.c1ccncc1.C1CCOC1.BrCCBr.BrCCBr",
  "energy_ha": -11678.80460,
  "fmax_ev_per_a": 1.21
}

(3)
{
  "formula": "C2H3N3O2",
  "method": "ωB97M-V/def2-TZVPD",
  "elements": ["H", "N", "C", "O", "C", "N", "N", "O", "H", "H"],
  "positions_angstrom": [[0.46386, 2.47859, -0.39034], [0.96257, 1.62680, 0.06656], [0.16015, 0.72773, 0.02448], [-1.17602, 0.84822, -0.04607], [-1.58255, -0.40462, -0.02761], [-0.71278, -1.36730, 0.01070], [0.43216, -0.54744, 0.34468], [1.65579, -0.94113, -0.28561], [-2.67772, -0.45104, -0.32708], [2.13639, -1.20736, 0.43602]],
  "lowdin_charge": [0.125, 0.191, -0.588, 0.116, -0.206, 0.168, -0.090, 0.066, 0.163, 0.056],
  "smiles": "[H]/N=c1\\ocnn1O",
  "fmax_ev_per_a": 6.14,
  "relative_energy_kj_mol": 422.9
}

(4)
{
  "formula": "C3H7OS",
  "method": "ωB97M-V/def2-TZVPD",
  "elements": ["C", "S", "H", "H", "H", "C", "C", "O", "H", "H", "H", "H"],
  "positions_angstrom": [[-0.70417, 1.65184, 2.02936], [-0.57822, 1.70471, 0.26503], [0.05637, 2.32096, 2.43715], [-1.64160, 2.01691, 2.46078], [-0.51548, 0.67462, 2.47121], [1.22873, -2.38304, -1.74732], [0.78921, -1.31439, -1.09225], [-0.01321, -1.43095, -0.00595], [1.75277, -2.23562, -2.67495], [1.07473, -3.37741, -1.34912], [1.12468, -0.31583, -1.34510], [-0.12757, -0.55653, 0.40712]],
  "lowdin_charge": [-0.554, 0.675, 0.034, 0.035, 0.025, -0.003, -0.316, -0.055, 0.042, 0.056, 0.087, -0.026],
  "multiplicity": 2,
  "s_squared": 0.753,
  "fmax_ev_per_a": 0.97,
  "relative_energy_kj_mol": 47.0
}

(5)
{
  "formula": "C15H27BeClINO2",
  "method": "ωB97M-V/def2-TZVPD",
  "elements": ["C", "C", "C", "C", "O", "C", "C", "C", "C", "C", "C", "O", "N", "C", "Cl", "C", "C", "C", "C", "I", "H", "H", "H", "H", "H", "H", "H", "H", "H", "H", "H", "H", "H", "H", "H", "H", "H", "H", "H", "H", "H", "H", "H", "H", "H", "H", "H", "Be"],
  "positions_angstrom": [[-4.52192, -1.42326, -0.38111], [-3.97973, 0.11143, -0.23962], [-2.47337, 0.12702, -0.78374], [-1.62621, 1.45017, -0.30962], [-0.89328, 1.05708, 0.86103], [0.50938, 1.35391, 0.80696], [1.22353, 1.16713, 2.22562], [1.50410, -0.34150, 2.67662], [2.88606, -0.96951, 2.11918], [0.32917, -1.38806, 2.37991], [0.61058, 2.98421, 0.61782], [0.37623, 3.81936, 1.52303], [1.00887, 3.38173, -0.75578], [1.71880, 2.14913, -1.26608], [3.48344, 2.55329, -0.76038], [1.42806, 0.80285, -0.38298], [0.93114, -0.44688, -1.26915], [2.14891, -1.17243, -2.06199], [1.57410, -2.57683, -2.60372], [2.00048, -4.08867, -1.09464], [-3.69416, -2.08982, -0.83730], [-4.78832, -1.88453, 0.62811], [-5.41952, -1.46111, -1.13666], [-4.58460, 0.82276, -0.91718], [-3.99048, 0.40333, 0.85982], [-2.38871, 0.02547, -1.93079], [-1.91401, -0.76749, -0.33015], [-1.00344, 1.74999, -1.21152], [-2.43337, 2.24691, -0.08441], [0.68070, 1.75307, 3.05262], [2.25717, 1.67953, 2.13231], [1.62674, -0.31808, 3.82618], [3.72188, -0.20764, 1.97916], [2.72744, -1.62965, 1.18372], [3.24657, -1.70008, 2.93538], [-0.66544, -0.85283, 2.61311], [0.35532, -2.29378, 3.09203], [0.37651, -1.81218, 1.32308], [1.60630, 4.22969, -0.77473], [1.79683, 2.02103, -2.39341], [2.51485, 0.49365, -0.15206], [0.26781, -1.18878, -0.70952], [0.26134, 0.00152, -2.10227], [2.38464, -0.54070, -2.99969], [3.04805, -1.26905, -1.36633], [1.95887, -2.83453, -3.64800], [0.43151, -2.45400, -2.70605], [-6.61885, -0.67287, -1.62681]],
  "lowdin_charge": [-0.071, -0.218, -0.159, -0.135, -0.051, -0.278, -0.069, -0.348, -0.084, -0.085, -0.273, 0.149, 0.056, -0.491, 0.616, -0.210, -0.174, -0.272, -0.600, 0.909, 0.127, 0.124, -0.073, 0.098, 0.137, 0.135, 0.113, 0.129, 0.163, 0.149, 0.144, 0.148, 0.089, 0.047, 0.099, 0.088, 0.102, 0.046, 0.133, 0.127, 0.089, 0.087, 0.118, 0.131, 0.098, 0.079, 0.061, 1.003],
  "energy_ha": -1564.60386,
  "fmax_ev_per_a": 5.26,
  "total_charge": 2
}

(6)
{
  "formula": "C20H25N3O",
  "method": "ωB97M-V/def2-TZVPD",
  "elements": ["C", "C", "C", "C", "N", "C", "C", "C", "C", "C", "O", "N", "C", "C", "C", "C", "C", "C", "C", "C", "C", "N", "C", "C", "H", "H", "H", "H", "H", "H", "H", "H", "H", "H", "H", "H", "H", "H", "H", "H", "H", "H", "H", "H", "H", "H", "H", "H", "H"],
  "positions_angstrom": [[-6.79939, -0.62965, -0.25700], [-5.31751, -0.41539, 0.03339], [-4.47370, -0.54431, -1.24721], [-3.27824, 0.41613, -1.22690], [-2.72312, 0.52787, 0.10046], [-1.44717, 0.16582, 0.36138], [-0.84897, 0.34780, 1.62753], [0.44045, -0.07817, 1.81181], [1.14829, -0.68208, 0.76273], [2.54693, -1.10086, 1.01404], [3.17801, -0.69943, 1.97553], [3.06275, -2.00700, 0.13780], [4.47774, -2.27822, 0.09413], [5.18150, -1.43067, -0.98334], [4.90359, 0.02246, -0.72380], [5.66206, 0.73054, 0.19882], [5.34394, 2.03780, 0.51508], [4.25711, 2.65326, -0.08232], [3.49866, 1.95873, -1.00728], [3.82318, 0.65238, -1.32657], [0.48480, -0.76760, -0.45516], [-0.75335, -0.36749, -0.65472], [-3.60769, 1.04120, 1.12413], [-5.06435, 0.95131, 0.67040], [-6.95632, -1.59490, -0.73257], [-7.37895, -0.60247, 0.66311], [-7.17400, 0.14668, -0.92100], [-4.99214, -1.17840, 0.74911], [-4.11873, -1.57011, -1.34806], [-5.08552, -0.31637, -2.12148], [-3.59014, 1.41210, -1.56261], [-2.48504, 0.06043, -1.88312], [-1.38201, 0.82611, 2.43215], [0.94157, 0.04438, 2.76056], [2.52893, -2.24748, -0.68129], [4.87092, -2.01973, 1.07984], [4.63786, -3.34381, -0.09576], [4.80966, -1.71806, -1.97004], [6.25253, -1.63395, -0.94278], [6.50108, 0.24839, 0.67962], [5.93871, 2.57550, 1.23885], [4.00060, 3.67059, 0.17470], [2.64648, 2.42965, -1.47612], [3.22627, 0.11778, -2.05322], [0.95978, -1.16123, -1.34707], [-3.35058, 2.08186, 1.37030], [-3.48748, 0.43773, 2.03080], [-5.71050, 1.09038, 1.53846], [-5.29847, 1.74044, -0.04532]],
  "lowdin_charge": [-0.078, -0.380, -0.133, -0.153, -0.074, -0.278, 0.005, 0.003, -0.128, -0.468, 0.064, 0.063, -0.170, -0.130, -0.250, -0.043, -0.079, -0.090, -0.080, -0.061, -0.096, 0.116, -0.160, -0.156, 0.078, 0.075, 0.080, 0.141, 0.116, 0.112, 0.124, 0.106, 0.096, 0.121, 0.121, 0.121, 0.118, 0.112, 0.114, 0.116, 0.102, 0.099, 0.103, 0.107, 0.107, 0.129, 0.120, 0.119, 0.119],
  "smiles": "CC1CCN(c2ccc(C(=O)NCCc3ccccc3)cn2)CC1",
  "fmax_ev_per_a": 0.50,
  "relative_energy_kj_mol": 1.3
}

(7)
{
  "formula": "C6H7N3O4",
  "method": "ωB97M-V/def2-TZVPD",
  "elements": ["C", "C", "O", "O", "C", "N", "C", "C", "N", "C", "N", "O", "O", "H", "H", "H", "H", "H", "H", "H"],
  "positions_angstrom": [[-2.15532, -2.51985, 1.26405], [-1.51542, -1.11716, 1.36104], [-1.02759, -0.71789, 2.36691], [-1.61945, -0.47886, 0.18024], [-1.13410, 0.81770, -0.05774], [0.53529, 0.82924, -0.41442], [1.33268, 1.02785, 0.70627], [2.64457, 0.94836, 0.31206], [2.82827, 0.79647, -1.01463], [1.71703, 0.88252, -1.59093], [1.41244, 0.96978, -2.90749], [2.27523, 1.16674, -3.68988], [0.23020, 0.84679, -3.18554], [-3.09455, -2.38494, 1.75433], [-1.67960, -3.33209, 1.88349], [-2.22329, -2.86125, 0.21301], [-1.79060, 1.34484, -0.79673], [-1.28739, 1.49606, 0.91939], [1.02538, 1.07905, 1.78936], [3.52622, 1.20665, 0.90721]],
  "lowdin_charge": [0.024, -0.528, 0.122, -0.008, -0.038, 0.112, -0.108, -0.156, 0.155, -0.189, -0.404, 0.136, 0.072, 0.072, 0.106, 0.091, 0.132, 0.163, 0.140, 0.108],
  "smiles": "CC(=O)OCn1ccnc1[N+](=O)[O-]",
  "fmax_ev_per_a": 6.41,
  "relative_energy_kj_mol": 617.9
}